(1)
# F4H12N2Na2O14S4

A structure of composition F4H12N2Na2O14S4 (ωB97M-V/def2-TZVPD, OMol25).

Cartesian coordinates (Å):
Na1 7.279305 2.074472 7.608118
Na2 8.958407 6.525629 3.832545
N1 9.433636 6.090131 9.878403
S1 9.327395 5.136201 8.507664
O1 9.318193 5.807530 7.240660
O2 8.489166 3.954215 8.609124
F1 10.777289 4.490250 8.662034
S2 8.030652 6.803113 9.775157
O3 6.904415 5.942731 10.044462
O4 7.874874 7.786358 8.737369
F2 8.066632 7.700043 11.095170
N2 7.843570 2.031970 5.333950
S3 9.032799 3.006384 4.631371
O5 8.559802 4.246992 4.099316
O6 10.049200 2.248173 3.963435
F3 9.693739 3.388562 5.993429
S4 7.038300 1.731522 4.058799
O7 7.694350 0.976797 3.009710
O8 6.021059 2.665264 3.698178
F4 6.094515 0.558229 4.713028
O9 11.091516 6.227087 4.990135
H1 11.569935 5.438213 5.287055
H2 11.484622 6.955351 5.486977
O10 10.448895 -0.552949 4.344923
H3 10.059201 -1.092071 3.646336
H4 10.518743 0.341995 3.969033
O11 12.625571 4.044622 3.526588
H5 12.018507 3.291834 3.569123
H6 12.115934 4.750330 3.114565
O12 6.595441 -2.393494 3.063394
H7 6.437917 -1.847591 3.844259
H8 5.948642 -2.086592 2.421233
O13 9.100446 -0.089659 6.714355
H9 9.854107 -0.384180 6.168254
H10 8.676243 0.572723 6.166367
O14 5.112322 1.098610 1.401604
H11 4.927075 0.161459 1.285795
H12 6.056565 1.185075 1.224861

Cartesian forces, eV/Å:
Na 0.4 0.3 0.5
Na 0.3 -0.4 0.6
N -0.3 -1.7 -2.8
S 1.7 -1.0 1.3
O 0.1 -0.1 0.5
O 0.0 0.5 -0.1
F -0.4 0.5 -0.2
S -3.3 2.4 1.8
O 0.7 0.1 -0.5
O 0.4 -0.6 0.1
F 0.7 -0.5 -0.3
N 2.9 2.6 -0.7
S 1.6 -0.8 2.9
O 0.0 -0.2 -0.4
O -0.7 0.9 -0.1
F -0.1 0.0 -0.3
S -5.9 -4.5 -3.3
O 0.3 1.5 1.1
O 1.2 0.7 0.2
F 0.9 0.5 0.3
O 0.0 0.2 -0.4
H -0.1 0.0 -0.1
H -0.1 -0.1 0.1
O 0.3 0.3 -0.4
H -0.1 0.0 0.1
H -0.1 -0.5 0.1
O -0.3 0.0 0.2
H 0.1 0.1 -0.1
H 0.1 -0.1 -0.1
O 0.0 0.1 0.1
H 0.1 0.0 -0.1
H 0.0 0.0 0.0
O 0.2 0.0 0.6
H -0.4 0.0 0.0
H 0.1 -0.2 -0.5
O 0.0 -0.1 -0.2
H 0.0 0.1 -0.1
H -0.1 0.0 0.1

The value obtained for the HOMO energy is -0.356 Eh.



(2)
# C9H10Cl3GaNO2

A structure of composition C9H10Cl3GaNO2 (ωB97M-V/def2-TZVPD, OMol25).

Cartesian coordinates (Å):
C1 -0.105361 0.993550 -2.668809
C2 1.274311 1.275008 -2.519548
C3 1.493796 1.825849 -1.225013
C4 0.251236 1.869348 -0.531251
C5 -0.769353 1.312819 -1.423639
Ga1 -0.297290 -0.462433 -0.095567
N1 -1.879885 -1.325879 -0.703461
C6 -0.173247 -2.260041 -0.807951
C7 1.148860 -1.640532 -0.675978
H1 2.440800 2.212999 -0.849107
H2 2.031135 1.158172 -3.294545
H3 0.042567 2.422239 0.385971
H4 -1.849293 1.417893 -1.293631
H5 -0.606770 0.660384 -3.576302
H6 1.646256 -1.416093 -1.617242
H7 -0.319406 -3.092777 -0.105059
H8 -2.213187 -1.803331 0.152043
H9 1.764442 -2.047615 0.121668
H10 -0.310533 -2.624993 -1.830279
Cl1 -1.687730 1.544102 4.291680
C8 -0.543077 0.266605 3.855671
Cl2 1.066760 0.574788 4.514998
Cl3 -1.146698 -1.345760 4.328341
C9 -0.445413 0.202854 2.267530
O1 -1.469428 0.450694 1.580686
O2 0.656514 -0.167838 1.718793

Cartesian forces, eV/Å:
C 0.2 0.3 1.0
C -0.7 0.5 0.4
C -0.7 0.0 -0.2
C 0.2 0.0 -1.2
C 1.1 0.7 -0.6
Ga -0.4 5.3 0.1
N 2.5 -1.5 1.0
C -1.7 -5.4 -2.5
C 0.5 0.5 -0.1
H -0.2 -0.3 0.0
H -0.2 -0.1 0.2
H 0.1 -0.4 -0.2
H 0.5 -0.3 0.1
H 0.2 -0.1 0.3
H -0.1 0.0 0.3
H -0.2 0.3 -0.2
H -0.1 0.0 -0.3
H 0.0 0.3 0.0
H -0.4 0.0 0.3
Cl 0.2 -0.2 0.3
C 0.2 0.0 -1.5
Cl -0.3 0.0 0.2
Cl 0.1 0.3 0.2
C 0.1 0.0 -1.0
O 1.1 -0.2 1.7
O -1.8 0.2 1.8

The relative energy (zero: lowest compared OMol25 entry of this formula, charge and spin) is 0.751 eV. The value obtained for the HOMO energy is -0.140 Eh. As for the total charge: -1.



no.,Kohn-Sham gap (eV),total energy (Eh)
1,8.0,-3486.9383
2,6.5,-3859.4744